--- one ---
Molecular formula: C3H3N3O
Method: DFT, wB97M-V/def2-TZVPD

```
! RIJCOSX wB97M-V def2-TZVPD def2/J DEFGRID3
* xyz 0 1
N 0.2327 1.2753 1.5433
C -0.7041 0.7826 1.0561
N -1.4597 -0.1671 0.4995
N -0.7429 -1.2637 -0.0256
C 0.4657 -0.9953 -0.3328
C 1.0231 0.3977 -0.5915
O 0.3580 1.1618 -1.2530
H -2.3273 0.0295 0.0211
H 1.0919 -1.8346 -0.6251
H 2.0626 0.6138 -0.2919
*
```

The value obtained for the orbital gap is 9.60 eV. The structure (SMILES) is N#CN/N=C\C=O.

--- two ---
Molecular formula: C3H3N3O
Method: DFT, wB97M-V/def2-TZVPD

```
! RIJCOSX wB97M-V def2-TZVPD def2/J DEFGRID3
* xyz 0 1
H -2.9183 0.2073 -0.1037
N -2.3790 -0.6215 -0.0839
C -1.1233 -0.2366 -0.0845
C -0.5485 1.2660 -0.0447
N 0.7147 1.2923 0.1377
C 1.1838 -0.1535 0.0928
O 2.2914 -0.4940 -0.2230
N 0.0545 -0.9203 0.2526
H -1.3628 2.1065 -0.1540
H 0.1458 -1.8708 0.1144
*
```

The value obtained for the orbital gap is 9.70 eV. The structure (SMILES) is [H]/N=C1\C=NC(=O)N1.

Top of the stability list: two, leading by 2.347 eV.

--- one ---
Molecular formula: C3H3N3O
Method: DFT, wB97M-V/def2-TZVPD

```
! RIJCOSX wB97M-V def2-TZVPD def2/J DEFGRID3
* xyz 0 1
O -2.1151 -0.2043 0.0100
C -0.8726 -0.1791 -0.0699
C -0.0400 0.9296 -0.1665
C 1.2925 0.7111 -0.0049
N 1.7750 -0.5636 0.0447
N 0.9801 -1.5779 -0.1216
N -0.3206 -1.3750 -0.0267
H -2.3105 -1.1064 0.1812
H -0.4818 1.9664 -0.0225
H 2.0929 1.3992 0.1764
*
```

The value obtained for the orbital gap is 9.88 eV. The structure (SMILES) is Oc1ccnnn1.

--- two ---
Molecular formula: C3H3N3O
Method: DFT, wB97M-V/def2-TZVPD

```
! RIJCOSX wB97M-V def2-TZVPD def2/J DEFGRID3
* xyz 0 1
O -1.5260 -1.7582 0.7153
C -0.7301 -0.9572 0.3325
N 0.0771 -0.1957 1.2533
C 0.3855 1.0823 0.8906
C 0.7132 1.0333 -0.4387
N 0.9569 -0.3395 -0.5891
N -0.3216 -0.7675 -1.0193
H 0.3118 1.8968 1.6018
H 0.4539 1.6844 -1.2743
H -0.3207 -1.6787 -1.4722
*
```

The value obtained for the orbital gap (spin up / spin down) is 8.40 / 8.41 eV. The structure (SMILES) is O=c1nccn[nH]1.

Top of the stability list: one, leading by 3.053 eV.

--- one ---
Molecular formula: C3H3N3O
Method: DFT, wB97M-V/def2-TZVPD

```
! RIJCOSX wB97M-V def2-TZVPD def2/J DEFGRID3
* xyz 0 1
N 1.9641 0.2150 0.1476
C 0.7811 -0.0832 0.0706
C -0.2955 -0.8518 -0.0169
C -1.7055 -0.6389 0.2995
O -2.1894 0.4036 0.6817
H 2.4696 0.1682 -0.7296
H 0.0517 -1.8483 -0.2917
H -2.3286 -1.5551 0.2030
N 1.1340 2.2573 -0.3194
N 0.1185 1.9331 -0.0448
*
```

The value obtained for the orbital gap is 9.10 eV. The structure (SMILES) is N=C=CC=O.N#N.

--- two ---
Molecular formula: C3H3N3O
Method: DFT, wB97M-V/def2-TZVPD

```
! RIJCOSX wB97M-V def2-TZVPD def2/J DEFGRID3
* xyz 0 1
O 0.1089 1.2169 2.1633
C -0.0289 1.5511 1.0269
N -0.0901 0.6177 -0.1059
C 0.1975 -0.8285 0.1023
N 1.1387 -1.4078 -0.8974
C -0.0923 -1.5930 -1.0711
N -0.4567 1.0424 -1.1945
H -0.1897 2.5664 0.6250
H 0.2182 -1.1760 1.1315
H -0.8054 -1.9892 -1.7800
*
```

The value obtained for the orbital gap is 8.67 eV.

--- three ---
Molecular formula: C3H3N3O
Method: DFT, wB97M-V/def2-TZVPD

```
! RIJCOSX wB97M-V def2-TZVPD def2/J DEFGRID3
* xyz 0 1
O 1.9013 -0.4650 0.2062
C 0.6122 -0.1287 0.1007
C 0.2579 1.2162 0.0412
N -0.9970 1.5923 -0.1881
N -1.9763 0.7233 -0.3270
C -1.7806 -0.6014 -0.1769
N -0.4393 -0.9715 0.0366
H 2.0221 -1.4201 0.2868
H 0.9865 2.0171 0.1364
H -0.5868 -1.9621 -0.1159
*
```

The value obtained for the orbital gap is 8.31 eV.

--- four ---
Molecular formula: C3H3N3O
Method: DFT, wB97M-V/def2-TZVPD

```
! RIJCOSX wB97M-V def2-TZVPD def2/J DEFGRID3
* xyz 0 1
N 0.4835 1.3164 -1.6126
C 0.6539 0.6702 -0.5869
N -2.7124 -0.7856 -0.4008
N -2.6232 -0.8454 0.6955
O 0.2064 -0.9767 -0.3803
C 0.7273 -0.7226 0.8086
C 1.1490 0.5646 0.7550
H -0.2001 0.9854 -2.2897
H 0.7217 -1.4517 1.6142
H 1.6137 1.2524 1.4391
*
```

The value obtained for the orbital gap is 9.80 eV.

Top of the stability list: four, leading by 1.166 eV.

--- one ---
Molecular formula: CH2N2O3
Method: DFT, wB97M-V/def2-TZVPD

```
! RIJCOSX wB97M-V def2-TZVPD def2/J DEFGRID3
* xyz 0 1
C -0.0363 -0.2805 -0.0232
N 1.2945 -0.3209 -0.0332
N -0.4370 1.0320 -0.0343
O -0.8089 -1.1983 0.0546
O 2.0180 0.6805 0.1748
O -1.7760 1.1638 0.0900
H 1.7403 -1.1716 -0.4480
H -1.9946 0.0950 0.2192
*
```

The value obtained for the orbital gap (spin up / spin down) is 8.79 / 8.44 eV.

--- two ---
Molecular formula: CH2N2O3
Method: DFT, wB97M-V/def2-TZVPD

```
! RIJCOSX wB97M-V def2-TZVPD def2/J DEFGRID3
* xyz 0 1
N -1.5213 0.9430 0.0566
C -1.5559 -0.2231 0.0337
O -1.9043 -1.3040 0.1258
H -0.7096 1.5870 -0.0167
O 2.0140 1.1618 -0.1813
N 1.2969 0.2124 -0.3750
O 1.5921 -0.9464 0.2954
H 0.7880 -1.4307 0.0614
*
```

The value obtained for the orbital gap is 10.57 eV. The structure (SMILES) is N=C=O.O=NO.

--- three ---
Molecular formula: CH2N2O3
Method: DFT, wB97M-V/def2-TZVPD

```
! RIJCOSX wB97M-V def2-TZVPD def2/J DEFGRID3
* xyz 0 1
C 0.1504 1.3097 0.9537
N 0.8839 0.5339 0.2515
N 0.8567 -0.0862 -1.0006
O 1.7480 -0.8419 -1.1789
O -0.0359 0.2215 -1.7257
O -0.4660 2.0302 1.6927
H -1.8191 -1.4525 0.2367
H -1.3179 -1.7147 0.7706
*
```

The value obtained for the orbital gap is 11.09 eV.

--- four ---
Molecular formula: CH2N2O3
Method: DFT, wB97M-V/def2-TZVPD

```
! RIJCOSX wB97M-V def2-TZVPD def2/J DEFGRID3
* xyz 0 1
C 0.3654 0.2378 -0.0249
N 1.3118 0.9471 -0.7532
N -0.0821 2.3522 -2.5925
O 0.7059 3.0686 -2.9149
O -1.2256 2.1598 -2.7425
O 0.5931 1.5430 0.2372
H -0.5354 -0.0115 -0.4830
H 0.6825 -0.4694 0.6859
*
```

The value obtained for the orbital gap (spin up / spin down) is 9.42 / 9.25 eV.

Top of the stability list: two, leading by 2.040 eV.

--- one ---
Molecular formula: C5H4ClFO
Method: DFT, wB97M-V/def2-TZVPD

```
! RIJCOSX wB97M-V def2-TZVPD def2/J DEFGRID3
* xyz 0 1
F 1.1557 1.9990 -1.4403
C -0.1255 1.5039 -1.1738
C -0.0539 0.3688 -0.2126
O 0.1829 0.6453 1.0948
C 0.2449 -0.5208 1.7620
C 0.0346 -1.5779 0.9223
C -0.1377 -0.9955 -0.3495
Cl -0.4337 -1.8176 -1.8292
H -0.7050 2.3170 -0.6915
H -0.5820 1.1878 -2.0840
H 0.3985 -0.4646 2.8436
H 0.0212 -2.6456 1.1580
*
```

The value obtained for the orbital gap is 10.01 eV. The structure (SMILES) is FCc1occc1Cl.

--- two ---
Molecular formula: C5H4ClFO
Method: DFT, wB97M-V/def2-TZVPD

```
! RIJCOSX wB97M-V def2-TZVPD def2/J DEFGRID3
* xyz 0 1
F -2.0888 -0.5477 -0.4274
C -0.8459 -0.1813 -0.0763
Cl -0.4027 -1.1444 1.3286
C 0.1229 -0.0008 -1.2012
O 1.5119 -0.1854 -0.9713
C 1.9130 0.7780 -0.0690
C 0.9522 1.6578 0.2293
C -0.3430 1.2198 -0.3964
H -0.1572 -0.1822 -2.2467
H 2.9083 0.6503 0.3178
H 1.0980 2.6084 0.7705
H -1.0937 1.9489 -0.7292
*
```

The value obtained for the orbital gap is 9.84 eV. The structure (SMILES) is F[C@@]1(Cl)[C@@H]2OC=C[C@@H]21.

Top of the stability list: one, leading by 1.317 eV.

--- one ---
Molecular formula: CH6S3
Method: DFT, wB97M-V/def2-TZVPD

```
! RIJCOSX wB97M-V def2-TZVPD def2/J DEFGRID3
* xyz 0 1
C -0.6819 -0.2643 -1.7401
S -2.2281 0.2275 -2.5133
S -1.5892 0.4234 -4.5073
H 0.2043 0.1980 -2.1798
H -0.6495 0.1756 -0.7405
H -0.5535 -1.3383 -1.7715
H -1.3150 -0.8888 -4.5027
S 2.1159 0.3433 6.6014
H 1.6780 1.1853 5.6558
H 3.0190 -0.0617 5.6982
*
```

The value obtained for the orbital gap is 9.33 eV. The structure (SMILES) is CSS.S.

--- two ---
Molecular formula: CH6S3
Method: DFT, wB97M-V/def2-TZVPD

```
! RIJCOSX wB97M-V def2-TZVPD def2/J DEFGRID3
* xyz 0 1
C -0.1535 2.4051 -0.2299
S -2.0000 2.5149 0.1544
H 0.5299 2.2068 0.5004
H -0.0836 3.5345 -0.5422
H 0.1978 1.6310 -1.0929
H -2.6441 2.9282 -0.9857
S 0.3233 -1.0966 0.1396
S 1.7686 -2.6649 -0.0505
H -0.4267 -1.9294 0.9559
H 1.8767 -2.8555 -1.3519
*
```

The value obtained for the orbital gap is 9.14 eV. The structure (SMILES) is CS.SS.

--- three ---
Molecular formula: CH6S3
Method: DFT, wB97M-V/def2-TZVPD

```
! RIJCOSX wB97M-V def2-TZVPD def2/J DEFGRID3
* xyz 0 1
C 0.1648 2.0675 0.3635
S 1.7612 1.2124 -0.2700
S 0.9375 0.2405 -1.9538
H -0.7352 1.6883 -0.1292
H 0.0249 1.8586 1.5134
H 0.3987 3.1143 0.1628
H 1.1773 -0.9927 -1.4768
S -1.3822 -3.2118 1.1224
H -0.2277 -2.9448 0.5893
H -2.1194 -3.0321 0.0784
*
```

The value obtained for the orbital gap is 9.27 eV. The structure (SMILES) is CSS.S.

Top of the stability list: one, leading by 0.220 eV.